This record from OMol25 describes the molecule C5H3N3O2 in a non-equilibrium geometry. The level of theory is the ωB97M-V functional and the def2-TZVPD basis.

Atoms and positions in Å:
C  -0.207  2.043  0.271
C  1.993  0.082  0.574
C  -0.491  0.657  0.463
C  0.639  -0.320  0.695
C  -0.242  -0.290  -0.688
N  0.010  3.152  0.111
N  3.093  0.382  0.494
N  -1.145  -1.399  -0.861
O  -1.845  -1.697  0.081
O  -1.121  -1.947  -1.936
H  -1.397  0.468  1.035
H  0.446  -1.162  1.345
H  0.267  0.031  -1.585

Properties
* relative energy (zero: lowest compared OMol25 entry of this formula, charge and spin): 386.9 kJ/mol
* ⟨S²⟩: 2.01
* LUMO level (alpha / beta): 0.55 / -4.62 eV
* highest occupied orbital energy (alpha / beta): -0.3043 / -0.4221 Ha
* multiplicity: 3